Entry 1:
Density functional theory data (ωB97M-V/def2-TZVPD) for 2 unconnected molecules or ions with the total composition CH3NO3S in a non-equilibrium geometry.

## Properties
energy above the lowest of the compared OMol25 structures with the same formula, charge and spin	470.8	kJ/mol
Kohn-Sham gap (alpha / beta)	6.7 / 7.7	eV
2S+1	1
largest force on an atom	4.3	eV Å⁻¹
total energy	-19548.435	eV
HOMO level (alpha / beta)	-7.5851 / -8.1161	eV
LUMO (alpha / beta)	-0.841 / -0.429	eV

Atoms and positions in Å:
C -0.40 -0.08 0.22
N -0.41 0.99 -0.50
O -0.76 -0.86 1.05
O -1.02 2.36 -0.16
O 1.06 -1.34 -0.66
S 1.15 -2.51 0.23
H 0.49 1.19 -0.96
H -1.87 2.29 -0.63
H 1.76 -2.05 1.40

These are the natural (NBO) partial charges, in e, on atoms 1 to 4:
1 C 0.79
2 N -0.40
3 O -0.48
4 O -0.55

Entry 2:
Density functional theory data (ωB97M-V/def2-TZVPD) for a molecular structure, CH3NO7S2 in a non-equilibrium geometry.

## Properties
net charge	-2
energy above the lowest of the compared OMol25 structures with the same formula, charge and spin	0.0	kJ/mol
Kohn-Sham gap	7.7	eV
2S+1	1
largest force on an atom	7.4	eV Å⁻¹
total energy	-38575.435	eV
HOMO level	-1.3980	eV
LUMO	6.349	eV

Atoms and positions in Å:
C -1.79 0.23 0.13
N 0.39 -0.18 1.03
O 1.54 2.19 1.11
O -0.33 -2.55 0.35
O 0.31 1.82 -0.95
O 2.49 0.81 -0.66
O 1.97 -1.89 0.14
O 0.31 -0.99 -1.46
O -0.96 0.08 1.24
S 1.24 1.26 -0.06
S 0.64 -1.43 -0.07
H -1.73 -0.71 -0.55
H -1.24 0.91 -0.67
H -2.84 0.45 0.42

These are the natural (NBO) partial charges, in e, on atoms 1 to 4:
1 C -0.36
2 N -0.53
3 O -1.05
4 O -1.08

Entry 3:
Density functional theory data (ωB97M-V/def2-TZVPD) for a single CH3NOS molecule in a non-equilibrium geometry.

## Properties
energy above the lowest of the compared OMol25 structures with the same formula, charge and spin	344.9	kJ/mol
Kohn-Sham gap	9.1	eV
2S+1	1
largest force on an atom	4.7	eV Å⁻¹
total energy	-15455.234	eV
HOMO level	-8.9956	eV
structure (SMILES)	ONC=S
LUMO	0.072	eV

Atoms and positions in Å:
O 1.09 -1.09 -0.22
N 0.67 0.29 -0.25
C -0.63 0.44 -0.27
S -1.90 -0.52 -0.16
H 0.27 -1.57 0.38
H 1.31 1.00 0.47
H -0.81 1.45 0.05

These are the natural (NBO) partial charges, in e, on atoms 1 to 4:
1 O -0.55
2 N -0.28
3 C -0.14
4 S -0.10

Entry 4:
Density functional theory data (ωB97M-V/def2-TZVPD) for a single CH3NOS molecule in a non-equilibrium geometry.

## Properties
energy above the lowest of the compared OMol25 structures with the same formula, charge and spin	520.4	kJ/mol
Kohn-Sham gap (alpha / beta)	7.8 / 8.7	eV
2S+1	1
largest force on an atom	1.8	eV Å⁻¹
total energy	-15453.416	eV
HOMO level (alpha / beta)	-7.8302 / -8.2571	eV
LUMO (alpha / beta)	-0.004 / 0.441	eV

Atoms and positions in Å:
C 1.13 -0.07 -0.38
N -0.96 0.22 0.44
O 0.31 0.63 0.36
S -1.71 1.24 1.58
H 0.85 -1.00 -0.88
H 2.19 0.01 -0.26
H -3.06 1.07 1.28

These are the natural (NBO) partial charges, in e, on atoms 1 to 4:
1 C -0.05
2 N -0.29
3 O -0.28
4 S 0.16

Entry 5:
Density functional theory data (ωB97M-V/def2-TZVPD) for 2 unconnected molecules or ions with the total composition CH3NOS2 in a non-equilibrium geometry.

## Properties
energy above the lowest of the compared OMol25 structures with the same formula, charge and spin	123.2	kJ/mol
Kohn-Sham gap	8.3	eV
2S+1	1
largest force on an atom	2.4	eV Å⁻¹
total energy	-26291.692	eV
HOMO level	-9.6539	eV
LUMO	-1.356	eV

Atoms and positions in Å:
C -0.24 -0.90 -0.05
N 0.48 0.13 -0.25
O 3.65 1.88 -0.05
S 3.50 -0.93 0.53
S 3.17 0.61 -0.61
H -1.20 -0.95 0.53
H 0.39 -1.87 -0.30
H 0.10 1.07 -0.03

These are the natural (NBO) partial charges, in e, on atoms 1 to 4:
1 C -0.03
2 N -0.64
3 O -0.83
4 S -0.32

Entry 6:
Density functional theory data (ωB97M-V/def2-TZVPD) for a single CH3NOS2 molecule in a non-equilibrium geometry.

## Properties
energy above the lowest of the compared OMol25 structures with the same formula, charge and spin	492.9	kJ/mol
Kohn-Sham gap (alpha / beta)	7.1 / 8.9	eV
2S+1	1
largest force on an atom	3.0	eV Å⁻¹
total energy	-26287.861	eV
HOMO level (alpha / beta)	-7.8344 / -9.2433	eV
LUMO (alpha / beta)	-0.754 / -0.362	eV

Atoms and positions in Å:
C -0.52 1.42 -0.26
N -0.39 -1.91 -0.14
O 0.80 -1.38 -0.31
S 1.19 1.58 -0.14
S 1.62 -0.29 0.55
H -1.18 2.14 -0.78
H -1.06 0.71 0.23
H -0.47 -2.27 0.85

These are the natural (NBO) partial charges, in e, on atoms 1 to 4:
1 C -0.59
2 N -0.17
3 O -0.52
4 S 0.21

Entry 7:
Density functional theory data (ωB97M-V/def2-TZVPD) for a single CH3NOS2 molecule in a non-equilibrium geometry.

## Properties
energy above the lowest of the compared OMol25 structures with the same formula, charge and spin	262.2	kJ/mol
Kohn-Sham gap	9.3	eV
2S+1	1
largest force on an atom	4.9	eV Å⁻¹
total energy	-26290.251	eV
HOMO level	-9.0384	eV
LUMO	0.285	eV

Atoms and positions in Å:
C -0.01 0.02 -0.25
N -1.14 0.18 0.15
O -3.49 -0.11 -0.78
S 1.36 -1.31 -0.28
S -2.71 -0.70 0.29
H 0.61 0.98 -0.56
H 2.25 -0.48 -0.93
H -3.04 -0.19 1.70

These are the natural (NBO) partial charges, in e, on atoms 1 to 4:
1 C 0.10
2 N -0.69
3 O -0.89
4 S -0.08

Entry 8:
Density functional theory data (ωB97M-V/def2-TZVPD) for a single CH3NS2 molecule in a non-equilibrium geometry.

## Properties
energy above the lowest of the compared OMol25 structures with the same formula, charge and spin	104.3	kJ/mol
Kohn-Sham gap	8.6	eV
2S+1	1
largest force on an atom	2.9	eV Å⁻¹
total energy	-24245.034	eV
HOMO level	-8.8602	eV
structure (SMILES)	NSC=S
LUMO	-0.258	eV

Atoms and positions in Å:
N 0.99 -0.69 0.54
S 0.47 0.93 0.46
C -0.96 1.19 -0.58
S -1.95 0.11 -1.16
H 0.95 -1.27 -0.27
H 0.51 -1.27 1.25
H -0.77 2.28 -0.77

These are the natural (NBO) partial charges, in e, on atoms 1 to 4:
1 N -0.98
2 S 0.48
3 C -0.54
4 S 0.06